A molecular structure, C5H9NO at a distorted geometry. Source: the OMol25 dataset; level of theory: ωB97M-V with the def2-TZVPD basis set.

Values from the calculation:
ΔE to the lowest compared entry with this formula, charge and spin ... 110.7 kcal/mol

Cartesian coordinates (Å):
1 H -2.513 0.005 0.750
2 O 2.252 -0.574 -0.621
3 C 0.072 1.020 0.217
4 H -0.274 1.369 1.197
5 H 1.360 0.948 0.674
6 H -2.499 -1.239 -0.516
7 H -0.123 1.791 -0.528
8 H 2.418 -1.170 0.123
9 N 0.293 -2.130 1.541
10 H -2.405 0.476 -0.955
11 C -0.556 -0.312 -0.159
12 C -0.102 -1.344 0.790
13 C 2.204 0.686 -0.151
14 C -2.089 -0.269 -0.220
15 H 2.132 1.365 -1.006
16 H -0.168 -0.622 -1.136

=====

A molecular structure, C29H23MnN4O6 at a distorted geometry. Source: the OMol25 dataset; level of theory: ωB97M-V with the def2-TZVPD basis set.

Values from the calculation:
Total charge ... -1
Expectation value of S² ... 1.244
2S+1 ... 2

Cartesian coordinates (Å):
1 O -3.524 1.951 0.548
2 C -0.174 -2.057 5.358
3 O 1.935 0.315 -0.214
4 C -4.126 -5.905 2.194
5 C -2.509 -2.255 -0.798
6 H -4.623 -6.818 2.522
7 H -4.022 -5.948 1.108
8 H 0.674 -3.023 1.636
9 H -0.026 5.597 0.580
10 C -1.229 -2.813 -0.250
11 C -0.046 4.525 0.414
12 H -6.533 -5.732 5.409
13 H -2.192 4.312 0.762
14 O -0.195 -2.042 -0.318
15 C 0.471 -2.756 2.664
16 C -5.383 -2.318 2.273
17 N -0.096 1.861 -0.001
18 C -1.252 3.836 0.517
19 C -6.244 -2.348 3.355
20 H -5.862 -2.222 -0.315
21 C 0.047 -3.368 4.986
22 C -0.065 -1.105 4.346
23 H -0.117 1.743 2.791
24 C -2.385 1.496 0.545
25 C -4.882 -4.669 2.613
26 C -3.603 -0.767 -2.374
27 H 2.100 4.338 0.054
28 H -1.492 -1.127 -2.276
29 C -5.915 -5.933 4.534
30 H -0.509 0.854 5.117
31 H -6.757 -1.440 3.650
32 H -4.960 -6.335 4.880
33 C -3.748 -2.570 -0.227
34 H -2.954 -4.030 0.911
35 O -1.192 -3.954 0.214
36 C 0.250 -1.430 3.032
37 O 3.335 2.065 -0.533
38 H -7.092 -3.541 4.933
39 H 0.510 -4.750 3.397
40 H -0.432 -1.793 6.376
41 C -2.462 -1.360 -1.859
42 C 2.245 1.547 -0.311
43 O -1.971 0.313 0.766
44 C -1.227 2.466 0.310
45 H -3.109 -5.924 2.604
46 H -0.037 -4.152 5.730
47 H -3.540 -0.064 -3.194
48 N -0.230 0.276 4.346
49 C 0.362 -3.709 3.656
50 C -0.028 0.703 3.073
51 H -5.190 -1.391 1.750
52 H -5.740 -0.625 -2.166
53 C 1.063 2.485 -0.082
54 C 1.135 3.854 0.119
55 C -6.426 -3.521 4.078
56 Mn -0.011 -0.162 0.209
57 H -6.399 -6.728 3.959
58 C -4.828 -1.081 -1.797
59 N -3.805 -3.491 0.821
60 C -4.902 -1.974 -0.743
61 C -4.711 -3.480 1.885
62 C -5.736 -4.675 3.720
63 N 0.271 -0.256 2.257

=====

A gas-phase ion, C4H10NS (charge +1) at a distorted geometry. Source: the OMol25 dataset; level of theory: ωB97M-V with the def2-TZVPD basis set.

Values from the calculation:
Total charge ... +1
ΔE to the lowest compared entry with this formula, charge and spin ... 53.6 kcal/mol
SMILES string ... C[N@@H+]1C[C@@]1(C)S

Cartesian coordinates (Å):
1 C -0.662 0.313 -0.474
2 H -0.622 -1.555 0.237
3 H 0.919 -0.614 1.915
4 H -0.686 1.770 0.972
5 H -0.344 -1.278 -2.252
6 S -2.470 -0.238 0.110
7 H 1.008 0.072 -1.795
8 H 2.081 -0.195 0.414
9 H -0.780 2.392 -0.647
10 H -2.058 0.063 1.361
11 C 0.048 -0.487 -1.456
12 C -0.294 1.617 -0.013
13 H 0.785 1.749 0.033
14 N 0.073 -0.861 -0.033
15 H 1.756 -1.887 0.806
16 C 1.245 -0.862 0.823

=====

2 unconnected molecules or ions with the total composition C7H12. Source: the OMol25 dataset; level of theory: ωB97M-V with the def2-TZVPD basis set.

Values from the calculation:
ΔE to the lowest compared entry with this formula, charge and spin ... 140.7 kcal/mol

Cartesian coordinates (Å):
1 H -1.580 0.330 0.559
2 H -0.461 2.282 1.285
3 H 0.481 0.767 2.941
4 C -0.088 -2.074 -1.525
5 H 0.806 -2.172 -2.138
6 C -0.409 -0.748 -0.959
7 H 1.432 0.376 -0.543
8 C 0.616 2.085 1.122
9 C 0.357 0.498 -0.663
10 H -0.342 -2.963 -0.950
11 H -2.251 -1.572 -1.876
12 C 1.132 1.416 2.339
13 H 2.105 0.934 2.202
14 H 0.054 1.387 -1.205
15 H -0.206 -0.674 1.233
16 H 1.325 2.323 2.948
17 C -1.236 -1.238 -2.081
18 C -0.636 -0.174 0.368
19 H -1.098 -0.781 -3.059

=====

A molecular structure, C38H47Cl2N5NaO2P2. Source: the OMol25 dataset; level of theory: ωB97M-V with the def2-TZVPD basis set.

Values from the calculation:
Total charge ... -1
ΔE to the lowest compared entry with this formula, charge and spin ... 0.0 kcal/mol

Cartesian coordinates (Å):
1 H 2.231 1.021 0.190
2 C -0.969 -2.542 -3.192
3 C -2.204 3.919 3.221
4 O -0.915 2.292 -1.223
5 C 2.102 1.832 0.910
6 O 2.806 -1.369 -1.503
7 N -0.272 -1.157 1.320
8 H -3.471 5.926 -2.058
9 H -2.295 4.017 4.296
10 Cl -2.046 3.966 -3.476
11 H 0.920 -1.530 -3.546
12 C -2.948 -0.820 -1.878
13 H -3.003 -5.663 0.603
14 C 2.814 1.543 2.227
15 Cl -4.217 6.855 0.507
16 H 1.301 0.641 5.267
17 H 5.787 -1.043 -2.620
18 C -1.523 -3.950 -3.403
19 C -1.631 3.289 -0.880
20 H -3.409 5.620 2.752
21 H 1.472 2.711 3.471
22 Na -0.129 0.523 -0.231
23 N -1.294 2.676 1.394
24 H -2.637 0.495 -0.129
25 C 4.259 -1.199 1.193
26 C -0.809 0.358 5.247
27 C 2.829 -0.420 -2.269
28 C -4.066 -1.708 -2.415
29 H 0.249 2.459 -2.444
30 C -1.816 -4.459 1.960
31 C 3.968 0.691 -4.083
32 H 3.109 2.488 -4.804
33 P -1.261 -1.570 -1.625
34 C 2.796 -1.292 1.623
35 C 4.916 -1.371 -3.192
36 H 5.217 -1.605 -4.213
37 H -0.947 0.723 6.256
38 H 4.503 -2.254 -2.716
39 C -1.481 -2.697 -0.199
40 C -3.235 5.495 0.006
41 H 1.044 3.245 -3.801
42 H -1.436 -1.881 -3.934
43 C -1.445 2.863 2.681
44 C 0.537 -2.548 -3.473
45 H 4.480 -1.984 0.465
46 C -2.662 4.636 0.980
47 H -2.511 -0.920 2.622
48 C -2.814 4.798 2.375
49 C -3.028 5.272 -1.320
50 H 0.746 -3.072 -4.411
51 N 3.885 -0.344 -3.213
52 H -2.605 -4.011 -3.297
53 C 3.044 1.667 -4.106
54 H 2.151 -1.065 0.777
55 C 2.461 -2.707 2.086
56 H 4.931 -1.321 2.051
57 H 1.039 2.008 1.098
58 H 2.480 2.745 0.439
59 N 1.015 2.489 -3.142
60 H -3.817 -2.155 -3.379
61 H -0.952 2.157 3.336
62 H 4.816 0.677 -4.755
63 H 1.091 -3.043 -2.672
64 C -2.228 -3.877 -0.305
65 H -2.690 -4.109 -1.252
66 H -2.894 -0.074 4.878
67 H -1.073 -4.655 -2.702
68 H 3.895 1.517 2.050
69 C 0.449 0.320 4.677
70 C -1.880 3.548 0.537
71 C -3.401 -0.145 -0.579
72 C 2.538 2.657 3.236
73 H -1.268 -4.284 -4.414
74 C -2.418 -4.762 0.740
75 C 1.963 1.555 -3.158
76 C 0.703 -0.147 3.373
77 H -4.275 0.484 -0.773
78 P 2.506 -0.120 3.014
79 N 1.878 0.557 -2.291
80 H 3.078 -3.002 2.941
81 H 3.080 2.501 4.172
82 H -1.902 -5.142 2.798
83 C -1.884 -0.098 4.482
84 H -3.678 -0.895 0.167
85 H -4.297 -2.513 -1.713
86 H 2.831 3.627 2.823
87 H 1.411 -2.795 2.371
88 H -4.980 -1.121 -2.550
89 C -0.383 -0.651 2.608
90 C -0.943 -2.328 1.079
91 H -2.750 -0.025 -2.606
92 C -2.242 4.193 -1.751
93 C -1.669 -0.577 3.212
94 H -0.658 -3.080 3.080
95 H 2.643 -3.414 1.271
96 C -1.108 -3.293 2.118
97 H 4.488 -0.244 0.715

=====

2 unconnected molecules or ions with the total composition C3H8N2O2 at a distorted geometry. Source: the OMol25 dataset; level of theory: ωB97M-V with the def2-TZVPD basis set.

Values from the calculation:
ΔE to the lowest compared entry with this formula, charge and spin ... 82.4 kcal/mol
SMILES string ... N=C=N.COCO

Cartesian coordinates (Å):
1 C -0.604 -2.201 0.805
2 H 2.841 1.292 -0.143
3 H -0.939 0.312 1.826
4 H -1.111 -2.268 1.776
5 H 0.105 1.594 -2.666
6 N 0.070 1.626 -1.661
7 C -0.538 0.164 0.808
8 H -0.940 0.881 -0.977
9 H 0.071 -3.045 0.678
10 H -1.350 -2.215 0.007
11 N 2.263 1.915 -0.681
12 C 1.096 1.696 -0.950
13 H 0.312 0.950 0.574
14 O 0.201 -1.032 0.733
15 O -1.476 0.330 -0.130

=====

Computed values of energy (unit: Ha) for the preceding records, in sequence: -325.7612 -2940.5974 -611.0177 -273.6844 -3666.0860 -379.0096.